Entry 1:
8 unconnected molecules or ions with the total composition C4H25NO7S2 at a distorted geometry. Source: the OMol25 dataset; level of theory: ωB97M-V with the def2-TZVPD basis set.

Geometry as XYZ:
```
39
Properties=species:S:1:pos:R:3:forces:R:3:lowdin_charge:R:1
S -3.576 -0.615 1.976 -1.3 0.6 0.3 0.37
S -2.221 -1.854 1.225 0.9 -0.4 0.1 0.46
C -0.827 -0.749 0.822 -0.5 -0.8 -1.0 -0.53
C -0.995 -0.229 -0.608 0.2 0.4 1.2 -0.31
N -0.290 -1.127 -1.536 0.2 1.6 -0.4 -0.05
C 0.636 -0.452 -2.530 -0.5 -3.2 0.2 -0.26
C -0.049 0.570 -3.383 -0.3 0.3 0.3 -0.09
H -4.207 -0.143 0.867 0.3 -0.2 0.2 -0.15
H 0.015 -1.439 0.853 0.1 0.5 0.0 0.02
H -0.636 0.044 1.519 -0.5 0.0 0.5 0.02
H -0.715 0.829 -0.515 0.8 -0.4 -0.9 0.09
H -2.054 -0.113 -0.796 -0.3 -0.3 -0.4 0.08
H -1.002 -1.588 -2.091 0.1 -0.1 0.0 0.10
H 1.521 -0.133 -1.998 0.2 0.2 0.1 0.09
H 0.887 -1.386 -3.088 0.5 1.0 -0.2 0.12
H -1.033 0.149 -3.591 -0.3 0.5 0.1 0.09
H 0.371 0.823 -4.352 0.6 -0.2 0.0 0.08
H -0.075 1.478 -2.775 -0.8 0.0 -0.5 0.04
H -2.547 1.336 2.832 0.2 0.7 -0.2 -0.05
H -1.076 1.523 2.825 0.4 0.2 0.1 0.00
O -1.880 2.042 2.693 -0.4 -0.7 0.1 -0.10
H 0.570 -2.998 0.720 -0.4 -0.2 0.0 0.01
H 0.661 -3.311 2.238 -0.2 0.2 0.0 0.06
O 1.091 -3.447 1.390 0.4 -0.4 -0.2 -0.05
H 1.514 2.017 -1.920 -0.2 0.3 0.2 0.03
H 0.383 2.681 -1.086 0.2 -0.1 -0.1 0.03
O 1.301 2.388 -1.053 0.3 0.0 0.2 -0.04
H 2.385 0.924 0.266 0.0 0.7 0.2 0.00
H 3.282 -0.216 0.522 0.0 0.2 0.6 0.00
O 3.016 0.634 0.941 -0.3 -0.5 -0.7 -0.08
H 2.476 -2.540 0.407 0.7 0.3 0.4 0.02
H 3.681 -2.025 1.256 -0.4 -0.3 -0.5 0.07
O 3.297 -2.007 0.361 0.1 -0.2 0.1 -0.07
H 1.273 0.125 2.164 0.7 0.3 0.3 0.00
H 1.404 0.683 3.630 -0.1 -0.4 -0.7 0.07
O 0.879 0.106 3.048 -0.3 0.3 0.6 -0.07
H -2.041 3.021 -0.937 -0.5 -0.1 -0.2 0.03
H -2.635 2.519 0.331 -0.2 -0.2 0.1 0.02
O -2.783 2.478 -0.628 0.7 0.4 0.3 -0.06
```
Forces are in eV/Å.

ΔE to the lowest compared entry with this formula, charge and spin = 34.5 kcal/mol
HOMO level = -9.32 eV
SMILES string = CCNCCSS.O.O.O.O.O.O.O
LUMO = 0.2 eV
M = 263.38 g/mol
DFT total energy = -42046.15212 eV

---

Entry 2:
A molecular structure, C31H67Cl3F2LiN3NaO13S2 at a distorted geometry. Source: the OMol25 dataset; level of theory: ωB97M-V with the def2-TZVPD basis set.

Geometry as XYZ:
```
123
Properties=species:S:1:pos:R:3:forces:R:3:lowdin_charge:R:1
C -0.453 -2.185 0.876 -1.2 0.2 0.0 0.01
C -0.862 -1.079 -0.110 -0.5 -2.1 1.1 -0.52
O -0.016 -0.452 -0.636 1.4 1.8 -1.2 0.12
N -2.262 -0.912 -0.345 0.4 0.4 0.2 0.04
C -2.590 0.382 -0.975 0.6 -0.1 -1.4 -0.19
C -2.340 1.593 -0.077 -1.1 0.0 0.9 -0.19
C -3.463 1.851 1.026 0.4 1.0 -1.1 -0.16
C -4.905 2.199 0.452 1.1 0.9 0.7 -0.18
O -5.601 1.105 -0.104 0.1 0.4 -0.7 0.05
C -5.785 0.098 0.744 0.5 -2.7 -0.1 -0.50
O -6.428 0.154 1.770 -0.1 1.8 -0.1 0.08
N -5.139 -1.118 0.387 0.4 0.9 0.4 -0.07
C -4.621 -1.863 1.544 -0.2 0.2 0.2 -0.07
C -6.023 -1.971 -0.461 0.3 -0.7 0.8 -0.18
C -5.167 -3.027 -1.162 -2.9 0.4 3.2 -0.50
O -4.431 -2.819 -2.010 3.4 0.8 -3.6 0.17
F -5.286 -4.264 -0.683 -0.3 -0.5 0.5 0.12
H -1.288 -2.334 1.573 0.4 -0.2 0.0 0.06
H 0.443 -1.863 1.409 -0.1 -0.1 -0.1 0.07
H -0.269 -3.135 0.363 0.0 0.2 0.0 0.09
H -2.500 -1.662 -0.998 -0.6 0.0 0.4 0.11
H -3.610 0.308 -1.366 0.1 0.1 0.3 0.12
H -1.937 0.509 -1.865 -0.3 0.2 0.4 0.10
H -1.402 1.454 0.470 0.0 0.4 -0.4 0.10
H -2.175 2.510 -0.711 0.4 -0.8 0.3 0.07
H -3.456 1.031 1.750 -0.3 0.1 -0.1 0.10
H -3.121 2.765 1.632 -0.4 -1.1 -0.2 0.11
H -4.798 2.979 -0.371 -0.5 -1.1 0.4 0.13
H -5.504 2.680 1.242 0.0 -0.2 -0.2 0.13
H -4.036 -2.720 1.204 -0.1 0.2 -0.1 0.11
H -5.442 -2.291 2.209 0.8 -0.2 -1.1 0.10
H -3.883 -1.219 2.115 -0.6 -0.6 -0.6 0.10
H -6.901 -2.448 0.213 1.5 0.8 -1.5 -0.17
H -6.435 -1.348 -1.261 -0.2 -0.1 0.2 0.13
C -4.930 -1.910 -4.834 0.0 0.3 -0.2 -0.10
C -6.250 -2.647 -4.957 0.1 -0.1 0.0 -0.27
O -7.384 -1.805 -4.844 -0.1 0.0 0.2 -0.15
C -7.496 -0.774 -5.807 0.0 0.1 -0.1 -0.29
C -7.574 -1.275 -7.239 0.1 -0.1 0.0 -0.08
H -4.880 -1.375 -3.886 0.0 0.0 0.0 0.06
H -4.096 -2.612 -4.883 0.0 0.0 0.1 0.08
H -4.796 -1.176 -5.631 0.0 -0.1 -0.1 0.06
H -6.332 -3.373 -4.146 -0.2 0.1 0.0 0.12
H -6.294 -3.221 -5.890 0.1 0.0 0.0 0.11
H -6.679 -0.052 -5.689 0.1 0.0 -0.1 0.10
H -8.416 -0.238 -5.568 0.0 -0.1 0.1 0.12
H -6.669 -1.809 -7.534 0.0 0.1 0.0 0.06
H -7.705 -0.437 -7.927 0.0 0.0 0.0 0.08
H -8.414 -1.961 -7.358 0.0 0.0 0.0 0.08
Li -3.193 3.878 0.138 1.2 0.1 -0.3 0.80
Cl -1.807 0.282 -4.945 0.0 0.0 0.0 0.56
C -1.007 -1.137 -4.222 0.0 -0.1 0.0 -0.66
C 0.490 -0.966 -4.145 0.0 0.0 0.3 -0.65
Cl 1.248 -0.984 -5.761 0.0 0.0 -0.1 0.57
H -1.284 -2.013 -4.805 0.0 0.1 -0.1 0.07
H -1.413 -1.253 -3.217 0.1 0.0 0.0 0.04
H 0.926 -1.789 -3.580 -0.1 0.0 0.0 0.08
H 0.762 -0.034 -3.654 0.0 0.0 -0.1 0.08
Cl -8.518 -2.971 0.030 -1.9 -0.7 0.5 -0.23
Na -5.639 -0.804 3.343 -0.4 0.1 2.0 0.67
O 3.665 -3.864 -6.244 -0.1 0.3 0.2 -0.07
H 4.215 -3.677 -5.473 -0.1 0.0 0.0 0.05
H 3.057 -3.115 -6.284 0.0 0.0 0.0 -0.01
O 6.720 -6.841 -5.319 0.1 -0.3 0.1 -0.28
S 6.545 -7.028 -6.728 -0.1 0.5 -0.5 0.58
O 6.268 -8.322 -7.272 0.0 -0.2 0.3 -0.28
O 7.810 -6.410 -7.489 -0.2 0.1 0.1 -0.26
C 9.118 -6.855 -7.096 0.6 -0.4 0.1 -0.26
C 9.438 -8.237 -7.635 -0.2 -0.2 0.0 -0.08
C 5.345 -5.886 -7.324 0.2 -0.2 -0.1 -0.14
H 9.218 -6.821 -6.010 -0.2 0.0 0.0 0.11
H 9.821 -6.132 -7.509 -0.2 0.2 -0.1 0.12
H 8.803 -8.995 -7.178 0.0 0.0 0.0 0.07
H 10.477 -8.495 -7.428 0.0 0.1 0.0 0.08
H 9.268 -8.278 -8.712 0.1 0.1 0.0 0.08
H 5.581 -4.900 -6.945 0.0 0.0 0.0 0.05
H 4.373 -6.206 -6.959 0.1 0.0 0.1 0.07
H 5.357 -5.899 -8.411 0.0 0.0 0.0 0.08
C 4.733 1.790 4.630 0.1 -0.3 -0.1 -0.04
C 3.340 2.471 4.697 1.9 -0.5 0.9 -0.48
C 2.327 1.536 5.374 -0.5 -0.2 -0.2 -0.14
C 1.808 0.413 4.479 0.0 0.0 0.0 -0.18
C 1.326 0.962 3.138 -0.1 0.0 0.6 -0.14
C 2.389 1.803 2.430 0.8 -1.2 -1.7 -0.48
N 2.927 2.876 3.321 -2.4 0.1 1.1 -0.08
O 2.035 3.812 3.422 0.4 0.5 -0.3 -0.01
C 3.525 0.879 1.945 0.2 -0.2 0.3 -0.04
C 1.797 2.378 1.134 0.2 0.3 0.8 -0.07
C 3.542 3.680 5.618 -0.5 0.5 -0.3 -0.05
H 5.282 2.089 3.737 -0.1 0.0 0.0 0.08
H 5.359 2.072 5.478 -0.2 0.0 0.1 0.08
H 4.671 0.700 4.644 0.0 0.0 -0.1 0.07
H 1.465 2.121 5.713 0.1 0.1 -0.1 0.12
H 2.773 1.103 6.273 0.1 0.2 0.0 0.12
H 2.583 -0.344 4.326 0.0 0.0 0.0 0.10
H 0.983 -0.101 4.982 0.1 0.0 0.0 0.11
H 1.021 0.134 2.491 0.1 0.1 -0.2 0.10
H 0.425 1.565 3.305 0.1 0.2 0.0 0.12
H 4.324 1.458 1.479 0.0 0.0 0.0 0.09
H 3.145 0.184 1.194 -0.1 0.1 0.0 0.08
H 3.966 0.263 2.727 0.1 0.1 0.0 0.05
H 0.905 2.968 1.303 0.1 0.1 0.0 0.04
H 1.511 1.577 0.455 0.1 -0.1 0.1 0.07
H 2.525 3.005 0.618 0.0 0.0 0.0 0.10
H 4.234 4.401 5.176 0.0 0.0 0.0 0.10
H 3.956 3.363 6.576 0.0 -0.2 -0.1 0.09
H 2.610 4.193 5.843 0.0 0.0 -0.2 0.05
O 1.478 5.643 7.471 0.2 0.0 0.0 -0.28
S 1.645 7.060 7.588 -0.5 0.3 0.3 0.57
O 2.669 7.753 6.874 0.1 -0.2 -0.1 -0.26
O 1.741 7.442 9.136 -0.2 0.0 -0.2 -0.26
C 2.734 6.776 9.935 0.6 -0.2 0.4 -0.26
C 4.127 7.322 9.688 0.0 0.0 -0.3 -0.07
C 0.102 7.847 7.262 -0.1 0.1 0.1 -0.12
H 2.695 5.698 9.766 -0.1 0.0 -0.2 0.11
H 2.454 6.950 10.974 -0.3 0.1 -0.1 0.12
H 4.468 7.091 8.679 0.0 0.0 0.0 0.07
H 4.836 6.888 10.393 -0.1 0.0 0.1 0.08
H 4.139 8.408 9.793 0.0 0.0 0.1 0.09
H -0.676 7.348 7.835 0.0 0.0 0.0 0.07
H -0.093 7.753 6.196 0.1 -0.1 0.0 0.08
H 0.178 8.896 7.538 0.0 0.0 0.0 0.07
F -0.028 3.282 -0.452 -1.6 0.4 -0.3 -0.65
```
Forces are in eV/Å.

HOMO level = -7.25 eV
⟨S²⟩ = 0.75
LUMO = -2.1 eV
spin multiplicity = 2
M = 928.31 g/mol
DFT total energy = -133608.93919 eV

---

Entry 3:
A molecular structure, C42H33BrCo2O6PS at a distorted geometry. Source: the OMol25 dataset; level of theory: ωB97M-V with the def2-TZVPD basis set.

Geometry as XYZ:
```
86
Properties=species:S:1:pos:R:3:forces:R:3:lowdin_charge:R:1
C -4.833 2.341 2.632 -0.5 -0.5 -0.3 -0.26
S -4.283 1.247 1.262 1.3 1.2 0.4 1.04
C -4.722 2.426 -0.098 -0.2 -0.5 0.2 -0.26
C -2.583 1.462 1.452 0.4 1.0 -0.8 -0.37
C -1.605 0.436 1.453 -1.6 -1.3 -0.3 -0.46
C -0.145 0.829 1.312 0.5 -0.1 -0.2 -0.13
C 0.323 2.154 1.287 0.3 -0.5 0.0 -0.03
C 1.689 2.441 1.168 0.1 -0.6 0.0 -0.12
C 2.622 1.393 1.083 -1.4 -0.5 0.1 -0.70
Br 4.477 1.745 0.989 0.0 0.1 0.0 0.71
C 2.164 0.062 1.068 -0.1 0.7 0.0 -0.11
C 0.793 -0.205 1.157 0.3 0.3 0.1 0.00
O -1.940 -0.768 1.534 0.9 1.2 -0.5 -0.05
H -5.929 2.367 2.626 0.2 0.1 0.1 0.05
H -4.455 1.874 3.547 -0.1 0.1 -0.2 0.06
H -4.407 3.343 2.494 0.0 -0.4 0.0 0.06
H -5.817 2.467 -0.148 0.2 0.0 0.0 0.05
H -4.314 3.425 0.105 0.0 -0.4 0.1 0.05
H -4.327 2.031 -1.041 0.0 0.0 0.3 0.06
H -2.273 2.475 1.181 -0.3 -0.2 0.3 0.05
H -0.387 2.969 1.368 0.2 0.0 0.0 0.10
H 2.036 3.467 1.162 0.0 0.0 0.0 0.09
H 2.881 -0.752 0.999 -0.2 0.1 0.0 0.10
H 0.464 -1.240 1.116 -0.1 0.3 0.1 0.10
O -3.487 -7.906 4.067 -1.0 1.4 0.4 0.13
C -4.082 -6.992 4.457 1.9 -2.4 -0.3 -0.12
Co -4.949 -5.627 5.087 -1.5 0.4 -4.1 0.09
C -4.483 -4.455 3.844 -0.8 0.9 -1.8 -0.13
O -4.281 -3.774 2.940 0.1 -0.5 0.9 0.14
C -6.485 -6.351 4.570 -2.7 0.0 -1.0 -0.13
O -7.444 -6.810 4.097 1.9 0.5 0.8 0.10
C -4.877 -5.677 6.856 2.0 0.0 3.2 -0.30
C -3.749 -5.044 6.261 1.7 -0.6 3.0 -0.36
C -2.437 -4.747 6.458 -0.8 -1.0 0.6 -0.10
C -1.588 -4.259 5.403 0.9 0.4 -0.4 -0.25
C -0.370 -4.905 5.066 -0.7 0.1 0.2 -0.05
C 0.372 -4.478 3.972 0.2 0.1 0.0 -0.11
C -0.038 -3.359 3.235 -0.2 -0.4 0.5 -0.10
C -1.204 -2.698 3.618 0.2 0.5 -0.5 -0.09
C -1.963 -3.111 4.685 0.2 -0.5 0.7 -0.06
Co -5.420 -3.887 7.076 -0.7 -0.2 -0.9 -0.08
C -5.121 -2.312 6.450 0.4 2.2 -0.2 -0.23
O -4.941 -1.243 6.023 -0.1 -0.9 0.2 0.05
C -5.213 -3.819 8.796 0.8 0.3 0.6 -0.21
O -5.185 -3.718 9.952 -0.2 -0.2 -0.6 0.06
P -7.527 -4.064 6.971 0.1 -0.1 0.2 1.03
C -8.373 -3.576 5.431 -0.6 0.2 -0.1 -0.33
C -9.774 -3.577 5.342 0.1 0.2 -0.7 -0.10
C -10.394 -3.234 4.136 0.1 0.0 0.1 -0.09
C -9.624 -2.854 3.030 0.2 0.0 0.1 -0.10
C -8.232 -2.791 3.138 -0.2 0.0 0.2 -0.07
C -7.611 -3.141 4.340 0.0 0.0 -0.2 -0.09
C -8.110 -5.756 7.362 -0.5 0.0 -0.1 -0.33
C -8.997 -6.455 6.539 0.0 -0.1 0.6 -0.11
C -9.340 -7.772 6.845 0.1 0.0 0.1 -0.09
C -8.820 -8.391 7.982 0.1 0.1 0.0 -0.10
C -7.942 -7.694 8.818 0.0 0.5 -0.1 -0.08
C -7.587 -6.374 8.510 -0.1 -0.4 0.0 -0.10
C -8.389 -3.032 8.220 -0.5 0.0 -0.1 -0.31
C -9.192 -3.570 9.235 0.1 0.4 0.1 -0.08
C -9.693 -2.739 10.242 0.1 0.1 -0.2 -0.09
C -9.431 -1.368 10.218 0.0 -0.1 -0.1 -0.11
C -8.679 -0.819 9.175 0.0 -0.3 -0.2 -0.09
C -8.170 -1.645 8.169 -0.1 0.0 0.4 -0.08
H -4.861 -6.440 7.616 0.0 -0.5 -0.1 0.07
H -1.989 -5.059 7.409 0.0 0.2 -0.2 0.11
H -0.075 -5.766 5.681 0.0 0.3 -0.4 0.11
H 1.280 -5.018 3.693 -0.2 0.2 0.1 0.09
H 0.543 -3.003 2.393 0.0 -0.1 0.0 0.07
H -1.544 -1.838 3.062 0.2 -0.1 0.0 0.06
H -2.824 -2.532 5.036 0.3 -0.3 -0.3 0.10
H -10.372 -3.857 6.211 0.1 0.1 -0.2 0.11
H -11.481 -3.266 4.062 0.2 0.0 0.0 0.10
H -10.107 -2.597 2.084 0.1 -0.1 0.3 0.10
H -7.617 -2.468 2.293 -0.2 -0.1 0.3 0.10
H -6.519 -3.076 4.425 -0.6 -0.2 0.1 0.06
H -9.453 -5.957 5.689 0.2 -0.3 0.0 0.09
H -10.023 -8.305 6.186 0.1 0.0 0.2 0.10
H -9.098 -9.418 8.224 0.1 0.2 -0.1 0.09
H -7.529 -8.159 9.716 -0.2 0.1 -0.3 0.10
H -6.905 -5.824 9.172 -0.3 -0.3 -0.4 0.10
H -9.428 -4.634 9.239 0.1 0.3 0.1 0.10
H -10.292 -3.172 11.043 0.1 0.1 -0.2 0.10
H -9.819 -0.723 11.008 0.1 -0.2 -0.2 0.09
H -8.486 0.254 9.137 -0.1 -0.3 0.0 0.10
H -7.594 -1.213 7.343 -0.1 -0.2 0.3 0.10
```
Forces are in eV/Å.

ΔE to the lowest compared entry with this formula, charge and spin = 0.0 kcal/mol
HOMO level = -2.68 eV
net charge = -1
LUMO = 1.6 eV
M = 894.53 g/mol
DFT total energy = -221791.66177 eV

---

Entry 4:
A molecular structure, C25H37N2NaPS9Sb. Source: the OMol25 dataset; level of theory: ωB97M-V with the def2-TZVPD basis set.

Geometry as XYZ:
```
76
Properties=species:S:1:pos:R:3:forces:R:3:lowdin_charge:R:1
Na 1.672 0.668 -0.317 -0.1 -0.5 0.3 -0.28
C -1.335 -3.270 2.188 0.0 0.0 0.0 -0.53
C -0.810 -3.941 0.906 0.0 0.0 0.0 -0.53
S 0.641 -3.239 0.089 0.1 0.0 -0.1 0.83
C 2.004 -4.289 0.661 -0.1 0.1 0.1 -0.56
C 2.605 -3.840 1.988 0.1 -0.1 -0.1 -0.56
S 3.378 -2.215 1.636 -0.1 0.0 0.1 0.74
C 3.563 -1.661 3.359 0.0 0.0 0.0 -0.54
C 3.339 -0.168 3.612 -0.1 -0.1 -0.1 -0.59
S 1.857 0.586 2.900 0.0 -0.1 0.1 0.80
C 0.579 -0.059 4.002 0.0 0.0 -0.1 -0.55
C 0.082 -1.464 3.674 -0.1 0.1 0.0 -0.54
S -1.148 -1.469 2.341 0.0 0.0 -0.1 0.82
H -0.851 -3.708 3.063 0.0 0.0 0.0 0.06
H -2.406 -3.472 2.266 0.0 -0.1 0.0 0.06
H -1.604 -3.924 0.155 0.0 0.0 0.0 0.05
H -0.589 -4.989 1.123 -0.1 0.0 -0.1 0.07
H 2.752 -4.176 -0.129 0.0 -0.1 0.0 0.07
H 1.671 -5.329 0.666 0.0 0.0 0.0 0.07
H 3.360 -4.560 2.323 -0.1 -0.1 0.0 0.07
H 1.826 -3.769 2.752 0.0 -0.1 0.0 0.05
H 4.570 -1.903 3.711 0.0 0.0 0.0 0.07
H 2.857 -2.245 3.956 0.1 0.0 0.1 0.05
H 4.149 0.407 3.167 0.1 0.0 0.1 -0.03
H 3.332 0.013 4.692 0.0 0.0 0.0 0.07
H -0.247 0.655 3.959 0.0 0.0 0.0 0.05
H 0.984 -0.046 5.018 -0.1 0.0 0.0 0.07
H 0.910 -2.095 3.365 0.0 0.0 0.0 0.02
H -0.394 -1.896 4.560 0.1 0.0 0.0 0.07
S 4.455 0.338 0.791 0.1 0.4 -0.6 -0.19
Sb 3.327 -0.315 -2.602 0.0 0.0 -0.2 0.05
S 2.550 1.969 -2.455 0.0 -0.1 -0.1 -0.18
S 5.290 -0.269 -1.055 -0.1 0.2 0.3 -0.28
S 4.306 -0.665 -4.682 0.0 0.0 0.1 -0.51
C -0.869 -2.107 -2.769 -0.1 0.0 0.0 -0.31
P -1.128 -0.684 -1.640 0.1 0.2 -0.3 1.01
C -1.207 0.678 -2.879 0.0 0.0 0.1 -0.36
C -0.323 0.659 -3.955 0.0 0.0 0.0 -0.14
C -0.224 1.741 -4.819 0.0 -0.1 0.0 -0.10
C -1.001 2.866 -4.618 0.0 0.0 0.0 -0.10
C -1.879 2.906 -3.540 0.0 0.0 -0.1 -0.12
C -1.976 1.826 -2.678 0.0 -0.1 0.0 -0.11
C -2.890 -0.902 -1.151 0.1 -0.1 0.2 -0.36
C -3.473 0.034 -0.289 0.0 0.0 0.1 -0.13
C -4.738 -0.168 0.239 0.0 0.0 0.0 -0.09
C -5.444 -1.329 -0.051 0.0 0.0 0.0 -0.12
C -4.869 -2.281 -0.879 0.0 0.0 0.0 -0.11
C -3.608 -2.066 -1.423 -0.1 0.0 -0.1 -0.11
H 0.170 -2.082 -3.098 0.0 0.0 0.0 0.02
H -1.537 -2.076 -3.632 0.0 0.0 0.0 0.05
H -0.998 -3.041 -2.224 0.0 0.0 0.0 0.00
H 0.340 -0.181 -4.117 0.0 0.0 0.0 0.08
H 0.504 1.705 -5.618 0.0 0.0 0.0 0.11
H -0.900 3.723 -5.273 0.0 0.0 0.0 0.09
H -2.477 3.793 -3.358 0.0 0.0 0.0 0.09
H -2.658 1.887 -1.841 0.0 0.0 0.0 0.07
H -2.907 0.907 0.017 0.0 0.0 0.0 0.03
H -5.161 0.575 0.904 0.0 0.0 0.0 0.10
H -6.423 -1.499 0.382 0.0 0.0 0.0 0.09
H -5.399 -3.200 -1.104 0.0 0.0 0.0 0.09
H -3.188 -2.821 -2.074 0.0 0.0 0.0 0.08
C -1.443 4.751 -0.322 0.0 0.0 -0.1 -0.07
N -0.059 4.368 -0.182 -0.2 0.1 0.3 -0.15
C 1.035 5.314 -0.331 0.2 0.0 -0.1 -0.13
C 2.251 4.419 -0.080 0.2 0.3 -0.1 -0.17
N 1.669 3.383 0.763 -0.4 -0.1 -0.1 0.04
C 0.329 3.303 0.545 0.4 -0.2 -0.1 -0.80
S -0.670 2.062 1.084 -0.1 0.2 -0.1 0.65
H -1.484 5.802 -0.609 0.0 0.0 0.0 0.08
H -1.981 4.602 0.616 0.0 0.0 0.0 0.07
H -1.934 4.153 -1.091 0.0 0.0 0.0 0.06
H 0.957 6.116 0.417 -0.1 0.0 0.0 0.12
H 1.040 5.758 -1.326 0.0 0.0 0.0 0.12
H 3.050 4.948 0.437 0.0 0.0 0.1 0.11
H 2.643 3.985 -1.006 -0.1 -0.1 0.0 0.01
H 2.183 2.519 0.887 0.3 0.2 0.3 0.04
```
Forces are in eV/Å.

HOMO level = -0.20 eV
net charge = -2
LUMO = 3.5 eV
M = 829.91 g/mol
DFT total energy = -147269.92564 eV